[1]
{
  "formula": "C16H25FN2O3S",
  "method": "ωB97M-V/def2-TZVPD",
  "gap_ha": 0.3645,
  "smiles": "CCN(CC)S(=O)(=O)c1ccc(F)c(C(=O)NCCC(C)C)c1",
  "homo_ev": -9.449,
  "total_energy_ha": -1457.97102,
  "e_above_lowest_kcal_mol": 3.8,
  "total_charge": 0,
  "species": ["C", "C", "N", "C", "C", "S", "O", "O", "C", "C", "C", "C", "F", "C", "C", "O", "N", "C", "C", "C", "C", "C", "C", "H", "H", "H", "H", "H", "H", "H", "H", "H", "H", "H", "H", "H", "H", "H", "H", "H", "H", "H", "H", "H", "H", "H", "H", "H"],
  "xyz": [[-0.30432, 3.51890, -2.05934], [-1.03411, 3.38966, -3.38934], [-0.68425, 2.14662, -4.05631], [-0.76856, 2.14018, -5.50486], [-2.17648, 2.37909, -6.04214], [-1.29886, 0.78024, -3.30410], [-2.46089, 1.08675, -2.52210], [-1.38502, -0.27515, -4.27231], [0.04817, 0.33890, -2.19795], [1.29270, 0.10403, -2.75244], [2.34100, -0.27215, -1.93246], [2.11249, -0.41762, -0.57375], [3.15782, -0.78409, 0.19979], [0.86634, -0.19137, 0.00212], [0.57771, -0.26665, 1.47714], [-0.19043, 0.51460, 1.99967], [1.22047, -1.24538, 2.14211], [1.00755, -1.48948, 3.55145], [0.17578, -2.75552, 3.76700], [-0.08014, -3.10788, 5.23883], [-0.80875, -1.98607, 5.97519], [1.20793, -3.48047, 5.97055], [-0.16854, 0.20053, -0.84404], [0.75890, 3.33100, -2.18985], [-0.43870, 4.52406, -1.66718], [-0.70137, 2.81220, -1.33768], [-0.74282, 4.20850, -4.05171], [-2.11495, 3.43940, -3.21428], [-0.07382, 2.89722, -5.88222], [-0.42588, 1.15457, -5.82174], [-2.17758, 2.29586, -7.12590], [-2.84757, 1.62953, -5.62982], [-2.53869, 3.36702, -5.76748], [1.42596, 0.21858, -3.81547], [3.32970, -0.45510, -2.32303], [1.80793, -1.89689, 1.64774], [1.98098, -1.57760, 4.04015], [0.48077, -0.61656, 3.93880], [0.68410, -3.59748, 3.28820], [-0.78480, -2.61865, 3.26521], [-0.73119, -3.99044, 5.23751], [-0.15751, -1.12764, 6.11703], [-1.68583, -1.66696, 5.41783], [-1.13144, -2.32991, 6.95530], [1.86047, -2.61751, 6.07588], [0.97702, -3.84945, 6.96713], [1.74508, -4.26019, 5.43492], [-1.14636, 0.39878, -0.43206]],
  "nbo_charge": [-0.617, -0.228, -0.690, -0.214, -0.631, 2.318, -0.938, -0.941, -0.359, -0.142, -0.283, 0.427, -0.325, -0.220, 0.667, -0.615, -0.595, -0.236, -0.395, -0.210, -0.610, -0.608, -0.078, 0.209, 0.218, 0.218, 0.203, 0.207, 0.197, 0.227, 0.217, 0.222, 0.204, 0.235, 0.237, 0.401, 0.194, 0.236, 0.194, 0.210, 0.199, 0.201, 0.212, 0.210, 0.199, 0.211, 0.205, 0.256]
}

=====

[2]
{
  "formula": "C2H4ClNO",
  "method": "ωB97M-V/def2-TZVPD",
  "gap_ha": [0.2310, 0.2719],
  "spin_multiplicity": 3,
  "homo_ev": [-5.415, -10.752],
  "total_energy_ha": -668.55945,
  "e_above_lowest_kcal_mol": 48.3,
  "total_charge": 0,
  "species": ["C", "C", "N", "O", "Cl", "H", "H", "H", "H"],
  "xyz": [[-0.37910, 0.25518, -0.86518], [0.24254, -0.30308, 1.32269], [0.71625, 0.26057, -1.46531], [-0.75821, -0.03580, 0.37418], [-2.04562, 0.42656, -1.69661], [0.31300, -1.32260, 1.68626], [0.11917, 0.32881, 2.19037], [1.17623, 0.09130, 0.91601], [0.61574, 0.29905, -2.46241]],
  "nbo_charge": [0.309, -0.277, -0.450, -0.390, -0.145, 0.199, 0.196, 0.199, 0.359]
}

=====

[3]
{
  "formula": "C3H3NO3",
  "method": "ωB97M-V/def2-TZVPD",
  "gap_ha": 0.3607,
  "smiles": "O=CNC(=O)C=O",
  "homo_ev": -10.756,
  "total_energy_ha": -396.57913,
  "e_above_lowest_kcal_mol": 28.4,
  "total_charge": 0,
  "species": ["O", "C", "N", "C", "O", "C", "O", "H", "H", "H"],
  "xyz": [[-2.67205, 0.51020, 0.42318], [-1.51367, 0.13321, 0.54482], [-0.58551, 0.67426, -0.38353], [0.75876, 0.25765, -0.64889], [1.43221, 0.71314, -1.52644], [1.34202, -0.86895, 0.19356], [0.80045, -1.36781, 1.13389], [-1.04524, -0.49767, 1.25706], [-0.92186, 1.56777, -0.87829], [2.40489, -1.12180, -0.11535]],
  "nbo_charge": [-0.545, 0.523, -0.671, 0.570, -0.513, 0.355, -0.477, 0.176, 0.435, 0.149]
}

=====

[4]
{
  "formula": "C2H5OPS",
  "method": "ωB97M-V/def2-TZVPD",
  "gap_ha": 0.3265,
  "smiles": "O/C=P/CS",
  "homo_ev": -8.604,
  "total_energy_ha": -893.90719,
  "e_above_lowest_kcal_mol": 41.2,
  "total_charge": 0,
  "species": ["O", "C", "P", "C", "S", "H", "H", "H", "H", "H"],
  "xyz": [[-2.65179, 0.18450, 0.71314], [-1.34074, 0.13454, 0.27636], [-0.44456, -1.31693, 0.25221], [1.03527, -0.58029, -0.58718], [2.35308, -0.02304, 0.70573], [-2.68806, -0.62296, 1.24836], [-0.78569, 1.06993, 0.04094], [1.44451, -1.52169, -0.91770], [0.81117, 0.07791, -1.34180], [1.63351, 0.74348, 1.66083]],
  "nbo_charge": [-0.666, -0.215, 0.477, -0.771, -0.098, 0.480, 0.197, 0.236, 0.219, 0.141]
}